Record 1
Computed, not measured: C14H13F9N2O2 in the gas phase, with the ωB97M-V functional and the def2-TZVPD basis.

Spin multiplicity ... 1
SMILES ... CCOC(=O)NC(NCc1cccc(C(F)(F)F)c1)(C(F)(F)F)C(F)(F)F
Gap between HOMO and LUMO ... 8.89 eV
HOMO energy ... -0.3289 Eh

Positions of all 40 atoms, in Å:
C: 1.8498 5.1416 0.7737
C: 1.2184 3.9870 0.0167
O: 1.8728 2.6257 0.0429
C: 1.2642 1.6022 -0.2386
O: 0.1633 1.4779 -0.6767
N: 2.1759 0.6621 -0.2295
C: 1.8612 -0.7956 -0.1989
N: 0.9444 -0.7856 -1.3136
C: 0.2007 -2.3633 -1.5461
C: -1.1088 -2.0427 -0.6388
C: -1.4494 -3.1142 0.0090
C: -2.7854 -3.2336 0.8519
C: -3.5022 -2.2069 0.7887
C: -3.1916 -0.9903 0.1063
C: -3.9473 0.4140 -0.0030
F: -5.2848 0.1535 0.4695
F: -3.9735 1.0298 -1.5217
F: -3.3826 1.2681 0.7639
C: -1.9389 -1.0115 -0.8553
C: 3.1876 -1.5876 -0.2966
F: 4.0742 -1.1091 0.5085
F: 2.9563 -2.8937 -0.4252
F: 3.7268 -1.2379 -1.5314
C: 1.1909 -1.2656 1.1923
F: 0.9652 -2.5089 1.3860
F: 2.0819 -0.5496 2.2349
F: 0.0841 -0.5001 1.2525
H: 1.2244 6.0758 0.8361
H: 1.9085 4.9816 1.7648
H: 2.6630 5.4021 0.3337
H: 0.2368 3.9260 0.4380
H: 0.9903 4.1417 -1.0789
H: 2.9703 0.8895 0.3375
H: 0.3544 -0.0541 -1.6431
H: 0.0004 -2.1246 -2.5340
H: 0.6779 -3.0887 -1.0119
H: -0.9661 -4.0589 0.2360
H: -3.1077 -4.0374 1.2618
H: -4.5843 -1.9046 1.4401
H: -1.6208 -0.3142 -1.3017

Record 2
Computed, not measured: an isolated ion of composition C4H11N2O and charge -1, with the ωB97M-V functional and the def2-TZVPD basis.

Spin multiplicity ... 1
SMILES ... C[C@@H](CN)NC[O-]
Gap between HOMO and LUMO ... 6.55 eV
HOMO energy ... -0.0951 Eh
Net charge ... -1

Positions of all 18 atoms, in Å:
C: -0.9310 1.5008 -0.0056
C: 0.0061 0.2999 0.1075
C: -0.8044 -1.0113 0.1451
N: -1.8641 -1.1348 1.1441
N: 0.8444 0.2418 -1.0720
C: 2.2161 -0.4152 -0.7196
O: 2.8035 0.1089 0.3363
H: -0.3160 2.3908 -0.1211
H: -1.6504 1.3514 -0.8024
H: -1.5265 1.6107 0.9001
H: 0.5930 0.2912 1.0202
H: -0.1206 -1.8581 0.2424
H: -1.2132 -1.1771 -0.8517
H: -2.4539 -0.3160 1.1434
H: -1.4928 -1.2919 2.0684
H: 1.1836 1.1924 -1.2183
H: 2.7552 -0.2805 -1.6778
H: 1.9709 -1.5030 -0.6389

Record 3
Computed, not measured: a 2-piece molecular cluster, C3H12N2 overall, with the ωB97M-V functional and the def2-TZVPD basis.

Spin multiplicity ... 1
SMILES ... NCN.CC
Gap between HOMO and LUMO ... 9.92 eV
HOMO energy ... -0.3282 Eh

Positions of all 17 atoms, in Å:
N: 2.6620 -0.8337 -1.3079
C: 1.2614 -0.3143 -1.5302
N: 0.2764 -0.9058 -2.2740
H: 2.4376 -1.7946 -1.1241
H: 2.9530 -0.5402 -0.3680
H: 1.5323 0.5967 -2.1303
H: 0.9190 -0.1212 -0.5185
H: 0.2963 -1.9007 -2.3347
H: 0.1366 -0.4775 -3.2063
C: -1.8785 0.0886 1.9611
C: -1.3343 1.4681 1.7218
H: -2.1859 0.0543 2.9737
H: -2.6089 -0.3091 1.2456
H: -1.0084 -0.6426 1.8120
H: -2.1052 2.2779 1.5985
H: -0.6694 1.5681 0.8717
H: -0.6840 1.7861 2.6094

Record 4
Computed, not measured: C7H10N6 in the gas phase, with the ωB97M-V functional and the def2-TZVPD basis.

Spin multiplicity ... 1
Gap between HOMO and LUMO (alpha / beta) ... 8.38 / 8.38 eV
HOMO energy (alpha / beta) ... -0.3035 / -0.3035 Eh

Positions of all 23 atoms, in Å:
C: -2.2268 1.4788 0.7632
C: -0.6946 0.9599 -2.5015
C: -1.4927 -0.2307 -0.3663
C: -0.8867 -1.2812 -2.4782
C: 2.4175 -0.9174 2.4137
C: 1.5179 0.2709 2.0157
C: 0.6244 -0.2934 0.9361
N: -2.5572 0.5939 -0.1243
N: -0.8921 -0.1428 -1.7200
N: -1.0050 1.3190 1.3566
N: -0.3324 0.5536 -3.7160
N: -0.4074 -0.7854 -3.6184
N: -0.4854 0.3289 0.7078
H: -2.9438 2.1521 1.2274
H: -0.5507 1.9743 -2.2208
H: -1.6126 -1.2891 -0.1940
H: 2.8162 -1.1484 1.4312
H: 3.1577 -0.7048 3.2324
H: 1.9064 -1.7844 2.6960
H: 0.7719 0.3296 2.8216
H: 2.1127 1.0948 1.5993
H: 0.9124 -1.0360 0.1797
H: -0.1498 -1.4422 -4.4412

Record 5
Computed, not measured: a 6-piece molecular cluster, C6H24O6 overall, with the ωB97M-V functional and the def2-TZVPD basis.

Spin multiplicity ... 1
SMILES ... CO.CO.CO.CO.CO.CO
Gap between HOMO and LUMO ... 10.62 eV
HOMO energy ... -0.3711 Eh

Positions of all 36 atoms, in Å:
C: 3.7825 3.2036 3.1461
O: 3.2811 2.9071 4.4426
H: 4.5774 2.5078 2.8660
H: 2.9692 3.0804 2.4313
H: 4.1469 4.2284 3.0688
H: 3.7378 3.4564 5.0833
C: 0.7822 1.0486 -0.2862
O: 0.0600 -0.0204 0.2528
H: 0.1018 1.8402 -0.6499
H: 1.3955 1.4911 0.4920
H: 1.3666 0.8040 -1.1801
H: -0.4880 -0.4922 -0.3810
C: -2.0049 -3.3131 -2.5817
O: -1.8938 -2.0389 -1.9502
H: -2.1856 -3.2253 -3.6558
H: -1.0567 -3.8211 -2.4289
H: -2.7993 -3.9057 -2.1258
H: -2.7517 -1.6063 -1.9907
C: -0.6760 -3.4954 1.8465
O: -1.6372 -4.5205 1.6524
H: 0.3094 -3.8916 2.1023
H: -0.6021 -2.9224 0.9247
H: -0.9736 -2.7963 2.6381
H: -1.4518 -5.2328 2.2691
C: -1.9008 3.8127 0.5739
O: -2.7281 3.9622 1.7246
H: -0.8714 3.5927 0.8548
H: -2.2981 2.9749 0.0043
H: -1.9462 4.7070 -0.0528
H: -2.2052 4.3598 2.4264
C: 1.0113 -1.1835 -3.5930
O: -0.2255 -0.7107 -4.0949
H: 1.5829 -1.6225 -4.4114
H: 1.6158 -0.3714 -3.1747
H: 0.8729 -1.9466 -2.8233
H: -0.8976 -0.8601 -3.4195

Record 6
Computed, not measured: C22H20N3O6RbS4Te as an isolated structure, with the ωB97M-V functional and the def2-TZVPD basis.

Spin multiplicity ... 1
Gap between HOMO and LUMO ... 6.37 eV
HOMO energy ... -0.0914 Eh
Net charge ... -2

Positions of all 57 atoms, in Å:
Rb: 0.0639 -0.4298 1.5971
C: -5.5977 2.3031 3.0526
S: -5.5601 0.5420 3.4154
C: -3.8078 0.1582 3.3643
S: -2.6448 1.3493 3.1039
N: -3.7024 -1.1464 3.5500
N: -2.4308 -1.6023 3.5344
C: -2.3029 -2.8422 3.8184
C: -1.0073 -3.5328 3.7698
C: -0.9538 -4.9021 4.0448
C: 0.2561 -5.5668 3.9518
C: 1.3884 -4.8566 3.5842
C: 1.2454 -3.4965 3.3392
N: 0.0925 -2.8475 3.4354
H: -6.6492 2.5934 3.0941
H: -5.1903 2.5041 2.0646
H: -5.0223 2.8595 3.7882
H: -3.1842 -3.4337 4.0826
H: -1.8625 -5.4282 4.3107
H: 0.3114 -6.6312 4.1496
H: 2.3518 -5.3344 3.4719
H: 2.0953 -2.9043 3.0187
O: 2.2505 -2.6266 -1.8122
S: 2.1539 -1.6158 -0.7726
O: 1.0695 -0.6684 -0.9943
O: 2.1550 -2.1730 0.5812
C: 3.7239 -0.7084 -0.9012
C: 4.7120 -1.4466 -1.5561
C: 6.0098 -0.9854 -1.6839
C: 6.3470 0.2431 -1.1454
C: 5.3781 0.9928 -0.5019
C: 4.0606 0.5490 -0.3672
S: 2.9767 1.7811 0.4351
O: 3.9130 2.7673 0.9503
O: 2.1368 2.2876 -0.6421
O: 2.2512 1.0920 1.4966
H: 4.4238 -2.4026 -1.9680
H: 6.7488 -1.5875 -2.2008
H: 7.3583 0.6260 -1.2258
H: 5.6167 1.9582 -0.0809
C: -0.2158 1.7419 -2.6271
Te: -0.8942 2.5237 -0.7597
C: -2.7814 2.4243 -1.8038
C: -2.4267 2.6908 -3.2430
C: -3.3020 3.2726 -4.1518
C: -2.9112 3.5053 -5.4653
C: -1.6345 3.1495 -5.8761
C: -0.7538 2.5670 -4.9723
C: -1.1355 2.3366 -3.6564
H: -0.2980 0.6565 -2.5710
H: 0.8323 1.9941 -2.7580
H: -3.5155 3.1253 -1.4115
H: -3.1734 1.4119 -1.6894
H: -4.2967 3.5555 -3.8242
H: -3.5987 3.9717 -6.1613
H: -1.3181 3.3360 -6.8958
H: 0.2488 2.2996 -5.2856

Record 7
Computed, not measured: C19H21ClN6 in the gas phase, with the ωB97M-V functional and the def2-TZVPD basis.

Spin multiplicity ... 1
SMILES ... Cc1ccccc1Nc1nc(N)nc(CN(C)Cc2ccccc2Cl)n1
Gap between HOMO and LUMO ... 8.90 eV
HOMO energy ... -0.2988 Eh

Positions of all 47 atoms, in Å:
C: 5.0369 1.4256 0.6870
C: 3.7351 1.9039 0.1085
C: 3.5757 3.2372 -0.2346
C: 2.3887 3.7100 -0.7675
C: 1.3380 2.8338 -0.9710
C: 1.4714 1.4977 -0.6432
C: 2.6604 1.0238 -0.0963
N: 2.8323 -0.3154 0.2470
C: 1.9489 -1.3356 0.2848
N: 2.4796 -2.5151 0.6312
C: 1.6202 -3.5284 0.6572
N: 2.0908 -4.7448 0.9797
N: 0.3151 -3.4381 0.3633
C: -0.1023 -2.2232 0.0532
C: -1.5606 -2.0485 -0.2522
N: -1.7749 -1.0044 -1.2341
C: -1.3446 -1.4201 -2.5495
C: -3.1435 -0.5277 -1.2222
C: -3.4264 0.3199 -0.0101
C: -2.3870 0.9208 0.6912
C: -2.6368 1.7141 1.7958
C: -3.9380 1.9242 2.2208
C: -4.9887 1.3426 1.5343
C: -4.7258 0.5514 0.4283
Cl: -6.0683 -0.1487 -0.4199
N: 0.6599 -1.1438 0.0059
H: 5.7260 2.2593 0.7950
H: 4.8889 0.9798 1.6711
H: 5.5066 0.6848 0.0382
H: 4.3994 3.9196 -0.0789
H: 2.2899 4.7544 -1.0225
H: 0.4073 3.1869 -1.3893
H: 0.6627 0.8059 -0.8061
H: 3.7640 -0.5974 0.5178
H: 3.0476 -4.8424 1.2637
H: 1.4426 -5.5056 1.0626
H: -2.0533 -1.7553 0.6800
H: -1.9716 -3.0248 -0.5621
H: -0.3013 -1.7268 -2.4966
H: -1.4218 -0.5784 -3.2365
H: -1.9358 -2.2607 -2.9483
H: -3.2948 0.0926 -2.1124
H: -3.8721 -1.3562 -1.2748
H: -1.3778 0.7432 0.3551
H: -1.8132 2.1699 2.3243
H: -4.1405 2.5409 3.0834
H: -6.0088 1.4991 1.8493

Record 8
Computed, not measured: C7H24N10O7Zn as an isolated structure, with the ωB97M-V functional and the def2-TZVPD basis.

Spin multiplicity ... 1
Gap between HOMO and LUMO ... 6.19 eV
HOMO energy ... -0.2321 Eh

Positions of all 49 atoms, in Å:
Zn: 0.6376 0.7466 -0.3046
O: -0.2216 1.9129 1.0993
C: 0.5628 3.0749 0.9753
C: 1.0381 3.3596 -0.4612
O: 1.6733 2.2930 -1.0937
H: 1.4655 2.9381 1.6097
H: 0.0977 3.9632 1.4342
H: 1.7074 4.2404 -0.4007
H: 0.1853 3.7297 -1.0671
C: -0.7654 -2.1206 0.6728
O: -0.4434 -1.0434 0.2279
N: -0.2600 -2.6489 1.8404
N: -1.5406 -3.0198 0.0079
H: 0.2582 -2.0209 2.4284
H: -0.7366 -3.4415 2.2304
H: -1.6392 -3.9879 0.2457
H: -1.8553 -2.7236 -0.8982
C: 1.8938 -1.4993 -2.2898
O: 1.6737 -0.6366 -1.4562
N: 2.6861 -2.5805 -2.0175
N: 1.3468 -1.4743 -3.5226
H: 2.6560 -3.3597 -2.6519
H: 2.9439 -2.8079 -1.0763
H: 1.5166 -2.1947 -4.1964
H: 0.7653 -0.6770 -3.7144
C: -3.1982 0.6248 2.4334
O: -4.2801 0.3330 2.9283
N: -2.8442 0.3214 1.1515
N: -2.2583 1.3858 3.0615
H: -1.9681 0.7128 0.8495
H: -3.5282 -0.0528 0.5267
H: -2.4310 1.4867 4.0447
H: -1.3829 1.6216 2.5961
C: 2.2884 -0.1856 2.2761
O: 2.0860 0.2917 1.1740
N: 1.6011 0.2645 3.3470
N: 3.1563 -1.2147 2.4856
H: 1.6353 -0.1003 4.2796
H: 1.0244 1.0738 3.1556
H: 3.6624 -1.5712 1.6989
H: 3.2094 -1.6649 3.3796
C: -1.3576 0.8834 -2.8846
O: -0.8861 0.8861 -1.7652
N: -0.6776 1.3321 -3.9670
N: -2.5811 0.3237 -3.1483
H: 0.2250 1.7640 -3.8486
H: -1.0386 1.1809 -4.8903
H: -2.9737 0.3983 -4.0690
H: -3.1284 -0.1172 -2.4362